[1]
C10H15N5Pd | ωB97M-V with the def2-TZVPD basis set

CARTESIAN COORDINATES (ANGSTROEM)
Pd (-0.05122, -0.35667, -0.02421)
C (2.97748, -0.06728, -1.92601)
C (2.21664, 0.24711, -0.67615)
C (2.20926, -0.61496, 0.43811)
C (1.53060, -0.30061, 1.66132)
C (1.56132, -1.28893, 2.78067)
C (0.85512, 0.92853, 1.78955)
C (0.70909, 1.75289, 0.66535)
C (-0.07087, 3.02228, 0.70022)
C (1.35358, 1.35014, -0.57918)
H (2.45463, -0.82058, -2.51723)
H (3.96190, -0.46070, -1.67598)
H (3.10587, 0.82346, -2.53699)
H (2.71047, -1.57549, 0.37232)
H (1.19670, -2.26519, 2.45269)
H (0.97399, -0.95442, 3.63112)
H (2.59676, -1.43372, 3.09971)
H (0.35103, 1.17535, 2.71526)
H (-0.93999, 2.96347, 0.04173)
H (0.55099, 3.84305, 0.33689)
H (-0.40778, 3.25206, 1.70762)
H (1.20270, 1.98311, -1.44675)
N (-4.69553, -2.24727, -0.52554)
N (-3.64177, -1.48595, -0.96846)
N (-3.75348, -0.69216, -2.00770)
C (-2.60122, -0.05586, -2.00773)
N (-1.83793, -0.47953, -0.99058)
N (-2.52966, -1.39714, -0.32037)
H (-5.32018, -2.41014, -1.31091)
H (-4.34847, -3.12357, -0.14672)
H (-2.32004, 0.68872, -2.73206)

Its HOMO-LUMO gap (spin up / spin down) is 6.546 / 6.543 eV. The LUMO energy (spin up / spin down) comes out at -10.142 / -10.192 eV. Its total energy is -791.0091 Ha. As for the net charge: +2.



[2]
C10H15NO | ωB97M-V with the def2-TZVPD basis set

CARTESIAN COORDINATES (ANGSTROEM)
C (0.21623, 1.33679, 3.38963)
C (-0.27277, 1.74624, -0.37165)
C (0.87583, 2.50221, -0.70469)
C (-0.53838, 1.42711, 0.95040)
C (0.39087, 1.80544, 2.02232)
C (1.88967, 2.62311, 0.24764)
C (1.55134, 2.26137, 1.49567)
H (-1.07965, 1.63023, -1.08129)
H (1.06167, 2.96170, -1.76029)
H (-1.39485, 0.84532, 1.13307)
H (2.78715, 3.16393, 0.14695)
H (1.17581, 1.30196, 3.93435)
H (0.01283, 0.22590, 3.41242)
H (2.42195, 2.37081, 2.23849)
H (-0.58515, 1.64787, 4.12088)
C (-0.79028, -2.68588, -1.27858)
C (0.46548, -3.43496, -0.79358)
C (-0.76684, -1.50888, -2.20015)
O (0.15636, -0.70180, -2.06095)
N (-1.95943, -1.35545, -3.03335)
H (-1.73228, -3.36543, -1.27358)
H (-1.32507, -2.25732, -0.24343)
H (0.66963, -4.18468, -1.60971)
H (0.26395, -4.05070, 0.11435)
H (-1.99312, -0.42850, -3.66407)
H (-2.76009, -1.24915, -2.43836)
H (1.25913, -2.62725, -0.69250)

The value obtained for the energy above the lowest of the compared OMol25 structures with the same formula, charge and spin is 287.1 kJ/mol. Its HOMO-LUMO gap is 9.256 eV. The LUMO energy comes out at 0.587 eV. Its total energy is -519.9516 Ha.



[3]
C10H15NO2P | ωB97M-V with the def2-TZVPD basis set

CARTESIAN COORDINATES (ANGSTROEM)
C (0.29430, 1.18160, -4.00597)
C (-0.65953, 0.50955, -3.31057)
C (1.51631, 1.40708, -3.29868)
C (-0.35322, -0.24241, -2.17105)
C (1.68540, 0.94282, -1.97642)
C (0.75827, 0.08004, -1.38523)
C (-1.17485, -1.70396, 1.09823)
C (0.24084, -2.03720, 0.63437)
C (-1.37829, -0.45277, 2.08900)
C (-0.42271, 0.77227, 1.56291)
N (0.46529, 1.23034, 2.60905)
O (2.20743, 0.15352, 0.89450)
O (-0.93418, -0.73763, 3.45516)
P (0.94706, -0.32869, 0.32626)
H (0.16839, 1.39301, -5.06202)
H (-1.66288, 0.26264, -3.76627)
H (2.31840, 2.01277, -3.68177)
H (-1.11001, -0.93330, -1.82595)
H (2.66457, 1.24078, -1.47909)
H (-1.98785, -1.53693, 0.31423)
H (-1.63955, -2.52432, 1.81465)
H (0.88833, -2.29829, 1.45785)
H (0.22187, -2.70393, -0.14781)
H (-2.44049, -0.15698, 2.04328)
H (-0.83514, 1.56536, 0.91463)
H (1.48297, 1.05799, 2.53115)
H (0.28111, 0.54679, 3.42335)
H (0.11117, 2.20519, 2.86615)
H (-1.65302, -0.90536, 4.07605)

The value obtained for the energy above the lowest of the compared OMol25 structures with the same formula, charge and spin is 0.0 kJ/mol. Its HOMO-LUMO gap is 9.471 eV. The LUMO energy comes out at -2.987 eV. Its total energy is -936.3692 Ha. As for the net charge: +1.



[4]
C10H15NO3 | ωB97M-V with the def2-TZVPD basis set

CARTESIAN COORDINATES (ANGSTROEM)
C (-0.20292, 1.56649, -0.15427)
C (0.64168, 1.93737, -0.97275)
C (-2.94652, -0.50240, -0.22802)
C (-1.38407, 0.97066, 2.10513)
C (-1.14599, 0.62310, 0.48136)
C (1.65005, 2.70020, -1.64388)
C (2.79545, -1.67439, -0.64274)
C (-1.91077, -1.54830, 0.32329)
C (1.69613, -1.01108, 0.14655)
C (0.36043, -1.13547, -0.53971)
N (-0.66314, -0.76680, 0.38593)
O (-4.09453, -0.68922, -0.49125)
O (-2.41463, 0.71895, -0.23132)
O (-2.57618, 0.62465, 2.79506)
H (-0.60194, 0.31044, 2.47542)
H (-1.17892, 1.99152, 2.30627)
H (1.26674, 3.70525, -1.78131)
H (1.80410, 2.16230, -2.68291)
H (2.60445, 2.77042, -1.08706)
H (3.80307, -1.73318, -0.33715)
H (2.53679, -2.67276, -1.00903)
H (2.77590, -1.24837, -1.62306)
H (-1.76931, -2.43340, -0.29899)
H (-2.09428, -1.85687, 1.38377)
H (2.08582, 0.02268, 0.05137)
H (1.54428, -1.35929, 1.15593)
H (0.37938, -0.58555, -1.47704)
H (0.25111, -2.20350, -0.98999)
H (-3.21219, 1.31656, 2.58039)

The value obtained for the energy above the lowest of the compared OMol25 structures with the same formula, charge and spin is 192.6 kJ/mol. Its multiplicity is 3. Its HOMO-LUMO gap (spin up / spin down) is 3.472 / 4.544 eV. The LUMO energy (spin up / spin down) comes out at 0.500 / -4.213 eV. Its total energy is -670.1704 Ha. Its expectation value of S² is 2.008.



[5]
C10H15NO4 | ωB97M-V with the def2-TZVPD basis set

CARTESIAN COORDINATES (ANGSTROEM)
C (1.60471, 2.36401, -0.55446)
C (2.60101, 1.49251, -0.45735)
C (0.18643, 1.87023, -0.27524)
C (2.39544, 0.04983, -0.24232)
C (-0.04560, 0.33103, -0.44370)
C (1.12082, -0.46756, -0.16822)
C (2.04763, -2.64228, -0.34140)
C (-1.33129, -1.70264, 1.29540)
C (-3.44909, -0.06067, -1.02389)
C (-1.25124, -0.18907, -0.55248)
N (-0.04824, 2.22296, 1.25144)
O (0.95299, -1.77967, 0.00380)
O (-1.61734, -1.39416, -0.11776)
O (-2.22905, 0.62543, -1.03883)
O (-1.07486, 1.63675, 1.82178)
H (1.75150, 3.41072, -0.63429)
H (3.49721, 2.03093, -0.49830)
H (-0.59401, 2.43799, -0.78182)
H (3.20755, -0.58548, -0.35332)
H (2.87194, -2.39330, 0.28040)
H (2.34954, -2.44556, -1.46172)
H (1.71594, -3.67643, -0.35317)
H (-2.11041, -2.43013, 1.46797)
H (-1.49882, -0.86027, 1.82831)
H (-0.39359, -2.24553, 1.34574)
H (-3.25617, -1.10803, -0.73024)
H (-3.90506, -0.00238, -2.04860)
H (-4.18331, 0.33505, -0.33091)
H (0.91618, 1.90326, 1.75342)
H (-0.23078, 3.27247, 1.35974)

The value obtained for the energy above the lowest of the compared OMol25 structures with the same formula, charge and spin is 714.4 kJ/mol. Its HOMO-LUMO gap is 8.111 eV. The LUMO energy comes out at 0.736 eV. Its total energy is -745.5228 Ha.



[6]
C10H16 | ωB97M-V with the def2-TZVPD basis set

CARTESIAN COORDINATES (ANGSTROEM)
C (-1.01184, -1.82681, 0.69399)
C (-2.26549, -1.79944, 1.54062)
C (0.28890, -2.01739, 1.62490)
H (-1.11449, -2.67259, -0.00252)
H (-0.75904, -0.99485, 0.05072)
H (-1.99239, -1.34591, 2.53313)
H (0.27161, -2.82494, 2.35047)
H (-2.55304, -2.84530, 1.79534)
H (-3.17836, -1.34436, 1.09513)
H (1.18449, -2.14550, 1.01313)
H (0.31796, -1.02627, 2.11009)
C (1.96793, -0.45246, -0.74733)
C (-0.76736, 1.99127, -1.94057)
C (0.02695, 0.81565, -1.85735)
C (-0.50017, 3.07380, -1.16377)
C (1.10319, 0.78706, -0.90430)
C (0.62142, 3.07168, -0.27484)
C (1.36265, 1.92013, -0.12540)
H (-1.56346, 2.04491, -2.74244)
H (-0.24747, -0.03448, -2.46551)
H (-1.06313, 3.99258, -1.13613)
H (0.85609, 4.00832, 0.23800)
H (1.47232, -1.18555, -0.06502)
H (2.97956, -0.25692, -0.35138)
H (2.33101, 1.95366, 0.43063)
H (2.23216, -0.88628, -1.69961)

The value obtained for the energy above the lowest of the compared OMol25 structures with the same formula, charge and spin is 87.2 kJ/mol. Its multiplicity is 2. Its HOMO-LUMO gap (spin up / spin down) is 2.671 / 7.053 eV. The LUMO energy (spin up / spin down) comes out at 3.685 / 3.578 eV. Its total energy is -390.5500 Ha. Its expectation value of S² is 0.759. As for the net charge: -1.



[7]
C10H16 | ωB97M-V with the def2-TZVPD basis set

CARTESIAN COORDINATES (ANGSTROEM)
C (1.82448, 2.31808, 0.80814)
C (0.27852, 1.41466, -2.53063)
C (1.21112, 1.76133, -1.53591)
C (-1.02258, 1.06401, -2.12708)
C (0.78715, 1.95852, -0.22208)
C (-1.39095, 1.15225, -0.80354)
C (-0.49141, 1.64890, 0.15127)
H (0.55640, 1.34632, -3.57024)
H (2.16925, 2.02823, -1.96184)
H (-1.68881, 0.71554, -2.90702)
H (-2.34692, 0.75194, -0.49080)
H (2.83485, 1.97537, 0.58931)
H (1.53678, 2.06755, 1.82594)
H (-0.97631, 1.87330, 1.09322)
H (1.99001, 3.40766, 0.80080)
C (0.13464, -2.29533, 1.01698)
C (-0.78210, -1.22290, 1.63950)
C (-0.66837, -3.45074, 0.35933)
H (0.76360, -1.80535, 0.27650)
H (0.75102, -2.76037, 1.79041)
H (-0.93977, -0.47456, 0.86173)
H (-0.78239, -3.21837, -0.70079)
H (-0.13482, -4.39012, 0.46606)
H (-1.66995, -3.48100, 0.77822)
H (-1.68854, -1.71709, 1.97413)
H (-0.25490, -0.66784, 2.41838)

The value obtained for the energy above the lowest of the compared OMol25 structures with the same formula, charge and spin is 81.7 kJ/mol. Its HOMO-LUMO gap is 10.155 eV. The LUMO energy comes out at 1.042 eV. Its total energy is -390.6048 Ha.



[8]
C10H16 | ωB97M-V with the def2-TZVPD basis set

CARTESIAN COORDINATES (ANGSTROEM)
C (-1.29330, -3.27031, 1.54820)
C (-0.75035, -3.22726, 2.97665)
H (-0.46702, -3.47221, 0.85263)
H (-2.04598, -4.04824, 1.48454)
H (-1.77140, -2.31406, 1.28723)
H (-1.53557, -3.05940, 3.69824)
H (-0.08390, -2.38823, 3.09805)
H (-0.36590, -4.15984, 3.19827)
C (0.87496, -0.89026, -0.47536)
C (2.26337, -0.98775, -1.08356)
C (0.31956, 0.48849, -0.57051)
C (0.64995, 1.45896, 0.37050)
C (-0.55235, 0.82525, -1.59517)
C (0.13794, 2.75778, 0.25564)
C (-1.09122, 2.10600, -1.66705)
C (-0.71195, 3.08312, -0.77577)
H (0.18025, -1.65304, -0.92045)
H (0.94487, -1.16783, 0.58463)
H (2.91314, -0.22261, -0.65828)
H (1.35080, 1.20798, 1.21404)
H (-0.80809, 0.10062, -2.33784)
H (0.44535, 3.51736, 0.95451)
H (-1.75540, 2.40387, -2.44338)
H (-0.98173, 4.07521, -0.86853)
H (2.22012, -0.91950, -2.23013)
H (2.68075, -1.96420, -0.81499)

The value obtained for the energy above the lowest of the compared OMol25 structures with the same formula, charge and spin is 46.4 kJ/mol. Its HOMO-LUMO gap is 10.022 eV. The LUMO energy comes out at 0.940 eV. Its total energy is -390.6182 Ha.



[9]
C10H16 | ωB97M-V with the def2-TZVPD basis set

CARTESIAN COORDINATES (ANGSTROEM)
C (-0.48370, 1.76640, 0.00402)
C (-0.92930, 2.76351, -1.08791)
C (-0.66370, 0.30271, -0.26746)
C (-0.44540, -0.20870, -1.55291)
C (-0.90096, -0.59617, 0.76451)
C (-0.60657, -1.56321, -1.79075)
C (-1.14495, -1.94078, 0.51163)
C (-0.93906, -2.43324, -0.76778)
H (0.51610, 2.01793, 0.35489)
H (-1.05038, 2.07020, 0.89154)
H (-0.42075, 2.51490, -2.01850)
H (-0.15138, 0.47453, -2.34179)
H (-1.04453, -0.21727, 1.77441)
H (-0.50033, -1.90017, -2.80935)
H (-1.56645, -2.56434, 1.29801)
H (-1.06072, -3.48523, -0.97610)
H (-0.54656, 3.74329, -0.81813)
H (-2.01107, 2.74555, -1.15753)
C (2.43869, -0.37665, 1.44124)
C (2.43398, 1.08316, 1.93519)
H (1.54803, -0.88594, 1.80800)
H (2.40785, -0.50832, 0.36589)
H (3.33546, -0.86515, 1.81183)
H (2.92081, 1.68817, 1.16125)
H (3.11962, 1.15624, 2.77735)
H (1.47144, 1.52507, 2.14085)

The value obtained for the energy above the lowest of the compared OMol25 structures with the same formula, charge and spin is 50.6 kJ/mol. Its HOMO-LUMO gap is 10.023 eV. The LUMO energy comes out at 1.021 eV. Its total energy is -390.6166 Ha.



Repeat the sixth record exactly.
C10H16 | ωB97M-V with the def2-TZVPD basis set

CARTESIAN COORDINATES (ANGSTROEM)
C (-1.01184, -1.82681, 0.69399)
C (-2.26549, -1.79944, 1.54062)
C (0.28890, -2.01739, 1.62490)
H (-1.11449, -2.67259, -0.00252)
H (-0.75904, -0.99485, 0.05072)
H (-1.99239, -1.34591, 2.53313)
H (0.27161, -2.82494, 2.35047)
H (-2.55304, -2.84530, 1.79534)
H (-3.17836, -1.34436, 1.09513)
H (1.18449, -2.14550, 1.01313)
H (0.31796, -1.02627, 2.11009)
C (1.96793, -0.45246, -0.74733)
C (-0.76736, 1.99127, -1.94057)
C (0.02695, 0.81565, -1.85735)
C (-0.50017, 3.07380, -1.16377)
C (1.10319, 0.78706, -0.90430)
C (0.62142, 3.07168, -0.27484)
C (1.36265, 1.92013, -0.12540)
H (-1.56346, 2.04491, -2.74244)
H (-0.24747, -0.03448, -2.46551)
H (-1.06313, 3.99258, -1.13613)
H (0.85609, 4.00832, 0.23800)
H (1.47232, -1.18555, -0.06502)
H (2.97956, -0.25692, -0.35138)
H (2.33101, 1.95366, 0.43063)
H (2.23216, -0.88628, -1.69961)

The value obtained for the energy above the lowest of the compared OMol25 structures with the same formula, charge and spin is 87.2 kJ/mol. Its multiplicity is 2. Its HOMO-LUMO gap (spin up / spin down) is 2.671 / 7.053 eV. The LUMO energy (spin up / spin down) comes out at 3.685 / 3.578 eV. Its total energy is -390.5500 Ha. Its expectation value of S² is 0.759. As for the net charge: -1.



Number 2 is which compound?
C10H15NO